Entry 1
The following is a quantum chemistry calculation of a molecular structure, C39H40BrGeN6O6S3V, from the Open Molecules 2025 dataset.

Computed properties:
HOMO energy (alpha / beta), eV: -7.41 / -7.49
LUMO (alpha / beta), hartree: -0.0151 / -0.0198
Total charge: 0
⟨S²⟩: 2.016
Multiplicity: 3
Gap between HOMO and LUMO (alpha / beta), eV: 6.996 / 6.948

Positions of all 97 atoms, in Å:
V  -0.571  0.023  -0.182
S  -0.718  0.180  2.212
C  0.394  1.485  2.620
C  0.445  1.922  3.948
C  1.262  2.969  4.332
C  2.043  3.636  3.394
C  2.010  3.218  2.075
C  1.219  2.137  1.701
S  1.296  1.618  -0.004
H  -0.175  1.420  4.680
H  1.276  3.280  5.369
H  2.663  4.473  3.683
H  2.605  3.718  1.322
Br  -3.961  -0.832  -1.600
C  -3.124  -1.924  -0.317
C  -3.849  -2.954  0.263
C  -3.166  -3.870  1.043
C  -1.787  -3.776  1.152
C  -1.150  -2.705  0.564
N  -1.825  -1.750  -0.112
C  0.368  -2.622  0.447
O  1.014  -3.633  0.650
O  0.796  -1.486  0.037
H  -4.909  -3.036  0.075
H  -3.701  -4.685  1.513
H  -1.186  -4.516  1.660
C  -0.191  6.072  -5.333
C  -1.372  5.330  -4.774
C  -1.185  4.223  -3.950
C  -2.262  3.543  -3.407
C  -3.548  3.992  -3.674
C  -3.760  5.096  -4.489
C  -2.672  5.749  -5.041
S  -4.966  3.168  -3.029
O  -5.992  4.164  -2.881
O  -5.252  1.975  -3.784
N  -4.419  2.620  -1.593
C  -4.248  3.521  -0.454
C  -3.389  2.822  0.593
C  -1.985  2.586  0.068
O  -1.137  3.445  0.101
O  -1.819  1.389  -0.485
H  0.576  5.383  -5.687
H  0.265  6.703  -4.569
H  -0.484  6.713  -6.164
H  -0.183  3.884  -3.718
H  -2.101  2.685  -2.767
H  -4.768  5.444  -4.672
H  -2.836  6.609  -5.680
H  -4.888  1.751  -1.369
H  -5.209  3.817  -0.027
H  -3.749  4.424  -0.808
H  -3.841  1.874  0.889
H  -3.315  3.463  1.472
Ge  3.226  0.396  0.086
C  3.423  -0.429  -1.668
C  3.940  0.384  -2.677
C  4.098  -0.084  -3.975
C  3.753  -1.391  -4.281
C  3.248  -2.219  -3.287
C  3.076  -1.743  -1.994
C  3.392  -0.672  1.686
C  3.492  -0.025  2.920
C  3.637  -0.754  4.091
C  3.701  -2.139  4.042
C  3.623  -2.791  2.821
C  3.470  -2.062  1.651
H  4.245  1.549  0.146
H  4.222  1.408  -2.454
H  4.492  0.571  -4.741
H  3.889  -1.767  -5.288
H  2.995  -3.249  -3.513
H  2.659  -2.401  -1.246
H  3.454  1.054  2.982
H  3.698  -0.238  5.040
H  3.814  -2.710  4.955
H  3.668  -3.871  2.775
H  3.387  -2.597  0.718
C  -2.104  -0.192  -6.251
C  -1.581  -1.621  -6.122
C  -2.540  -2.482  -5.308
C  -0.157  -1.656  -5.565
N  -0.037  -0.927  -4.308
C  -0.409  -1.257  -3.077
N  -0.229  -0.211  -2.307
N  0.279  0.765  -3.090
N  0.392  0.348  -4.286
H  -3.045  -0.183  -6.800
H  -1.398  0.456  -6.772
H  -2.299  0.250  -5.271
H  -1.499  -2.052  -7.125
H  -2.711  -2.057  -4.315
H  -2.172  -3.504  -5.190
H  -3.514  -2.531  -5.794
H  0.548  -1.176  -6.242
H  0.185  -2.676  -5.381
H  -0.786  -2.218  -2.773

---

Entry 2
The following is a quantum chemistry calculation of a molecular structure, C39H40BrGeN6O6S3V, from the Open Molecules 2025 dataset.

Computed properties:
HOMO energy (alpha / beta), eV: -8.18 / -7.82
LUMO (alpha / beta), hartree: -0.0093 / -0.0116
Total charge: 0
⟨S²⟩: 2.050
Multiplicity: 3
Gap between HOMO and LUMO (alpha / beta), eV: 7.925 / 7.503

Positions of all 97 atoms, in Å:
V  0.043  1.203  -0.652
S  2.574  -2.035  0.372
C  3.488  -2.969  -0.803
C  4.253  -4.063  -0.409
C  4.812  -4.896  -1.364
C  4.654  -4.626  -2.718
C  3.950  -3.503  -3.122
C  3.351  -2.688  -2.170
S  2.442  -1.252  -2.586
H  4.390  -4.266  0.645
H  5.387  -5.757  -1.050
H  5.104  -5.275  -3.457
H  3.855  -3.258  -4.172
Br  0.006  -0.850  2.580
C  -0.580  0.933  2.507
C  -0.815  1.590  3.710
C  -1.319  2.877  3.669
C  -1.598  3.453  2.436
C  -1.325  2.726  1.298
N  -0.793  1.488  1.325
C  -1.654  3.322  -0.076
O  -2.173  4.410  -0.134
O  -1.309  2.558  -1.069
H  -0.598  1.086  4.640
H  -1.507  3.418  4.587
H  -2.021  4.440  2.322
C  0.014  1.780  7.556
C  1.217  1.650  6.666
C  2.050  2.745  6.435
C  3.145  2.644  5.597
C  3.423  1.431  4.982
C  2.613  0.328  5.200
C  1.516  0.445  6.041
S  4.802  1.301  3.881
O  5.001  -0.105  3.652
O  5.875  2.131  4.350
N  4.236  2.047  2.541
C  3.261  1.351  1.704
C  3.869  0.463  0.626
C  2.775  -0.260  -0.183
O  3.223  -0.212  -1.542
O  1.560  0.293  0.002
H  0.152  2.570  8.293
H  -0.192  0.851  8.086
H  -0.880  2.029  6.977
H  1.839  3.687  6.928
H  3.793  3.494  5.428
H  2.852  -0.613  4.724
H  0.890  -0.422  6.216
H  4.972  2.571  2.084
H  2.609  2.104  1.263
H  2.639  0.757  2.378
H  4.515  -0.278  1.092
H  4.482  1.058  -0.054
Ge  -1.530  -0.457  -1.697
C  -3.185  -0.407  -0.634
C  -3.271  -1.081  0.585
C  -4.405  -0.994  1.379
C  -5.481  -0.219  0.970
C  -5.412  0.462  -0.237
C  -4.275  0.366  -1.028
C  -1.079  -2.322  -2.081
C  -1.175  -2.821  -3.378
C  -0.783  -4.119  -3.682
C  -0.286  -4.946  -2.686
C  -0.189  -4.467  -1.386
C  -0.577  -3.170  -1.093
H  -1.952  0.101  -3.095
H  -2.441  -1.689  0.929
H  -4.448  -1.533  2.318
H  -6.367  -0.146  1.587
H  -6.245  1.071  -0.565
H  -4.238  0.917  -1.961
H  -1.562  -2.191  -4.172
H  -0.868  -4.484  -4.698
H  0.025  -5.956  -2.920
H  0.206  -5.102  -0.602
H  -0.452  -2.806  -0.080
C  4.971  2.180  -4.825
C  3.820  1.961  -5.801
C  3.469  0.483  -5.919
C  2.593  2.803  -5.458
N  2.067  2.525  -4.123
C  1.124  1.671  -3.723
N  1.052  1.741  -2.420
N  1.936  2.689  -2.033
N  2.534  3.171  -3.045
H  5.866  1.674  -5.186
H  4.735  1.770  -3.842
H  5.204  3.238  -4.699
H  4.128  2.326  -6.787
H  3.209  0.058  -4.946
H  4.319  -0.083  -6.299
H  2.632  0.317  -6.600
H  1.778  2.603  -6.154
H  2.806  3.871  -5.475
H  0.549  1.022  -4.360

---

Which structure is the most stable? The one labeled entry 1.

---

Entry 1
The following is a quantum chemistry calculation of a molecular structure, C16H20As2BF5O6S2TeV, from the Open Molecules 2025 dataset.

Computed properties:
HOMO energy (alpha / beta), eV: -11.59 / -11.59
LUMO (alpha / beta), hartree: -0.2149 / -0.2149
Total charge: +1
Gap between HOMO and LUMO (alpha / beta), eV: 5.739 / 5.740

Positions of all 54 atoms, in Å:
V  -0.429  0.295  0.362
C  3.138  -0.166  0.995
As  1.909  0.155  -0.455
C  2.135  -1.336  -1.659
C  2.412  1.751  -1.386
C  3.455  1.806  -2.302
C  3.727  3.003  -2.946
C  2.961  4.130  -2.674
C  1.927  4.073  -1.750
C  1.647  2.876  -1.103
As  0.313  2.764  0.309
C  -0.958  4.130  -0.183
C  1.341  3.483  1.782
H  4.147  -0.194  0.584
H  2.886  -1.119  1.458
H  3.055  0.629  1.731
H  3.152  -1.312  -2.049
H  1.421  -1.267  -2.475
H  1.987  -2.264  -1.108
H  4.052  0.930  -2.524
H  4.532  3.057  -3.666
H  3.169  5.059  -3.187
H  1.344  4.964  -1.550
H  -0.476  5.088  0.013
H  -1.851  4.031  0.421
H  -1.196  4.025  -1.239
H  1.801  4.399  1.412
H  2.107  2.774  2.082
H  0.682  3.683  2.620
F  -1.717  -0.831  3.173
Te  -1.613  0.965  2.607
F  0.365  0.969  2.768
F  -1.538  2.876  2.460
F  -3.465  1.074  2.660
F  -1.566  1.328  4.407
O  0.092  -1.128  1.186
O  -3.975  0.281  -1.476
S  -2.877  0.468  -0.614
O  -2.516  -0.579  0.366
O  -2.653  1.762  0.017
S  -1.019  0.359  -1.716
O  -0.897  -3.122  0.220
B  0.058  -2.495  0.981
O  1.066  -3.323  1.407
C  0.709  -4.567  0.895
C  1.362  -5.767  1.037
C  0.767  -6.863  0.415
C  -0.421  -6.740  -0.299
C  -1.074  -5.517  -0.429
C  -0.473  -4.444  0.184
H  2.277  -5.853  1.606
H  1.237  -7.833  0.497
H  -0.853  -7.618  -0.760
H  -2.004  -5.413  -0.970

---

Entry 2
The following is a quantum chemistry calculation of a molecular structure, C16H20As2BF5O6S2TeV, from the Open Molecules 2025 dataset.

Computed properties:
HOMO energy, eV: -11.49
LUMO, hartree: -0.2083
Total charge: +1
Gap between HOMO and LUMO, eV: 5.818

Positions of all 54 atoms, in Å:
V  0.264  -1.162  0.150
C  -1.221  1.923  -0.885
As  0.543  1.157  -0.786
C  1.562  2.316  0.358
C  1.353  1.137  -2.515
C  2.059  2.218  -3.029
C  2.607  2.120  -4.300
C  2.448  0.957  -5.041
C  1.740  -0.120  -4.521
C  1.193  -0.032  -3.248
As  0.142  -1.468  -2.477
C  0.978  -3.065  -3.150
C  -1.516  -1.271  -3.446
H  -1.176  2.797  -1.533
H  -1.504  2.208  0.127
H  -1.928  1.190  -1.267
H  1.494  3.329  -0.042
H  2.599  1.991  0.387
H  1.115  2.287  1.350
H  2.191  3.125  -2.453
H  3.164  2.951  -4.710
H  2.883  0.884  -6.028
H  1.631  -1.020  -5.112
H  0.865  -3.059  -4.233
H  0.477  -3.927  -2.723
H  2.029  -3.061  -2.872
H  -1.256  -1.265  -4.504
H  -1.992  -0.332  -3.175
H  -2.174  -2.100  -3.211
F  -2.578  -2.239  1.843
Te  -1.892  -2.847  0.197
F  -2.300  -1.065  -0.647
F  -1.580  -3.590  -1.555
F  -1.643  -4.545  0.922
F  -3.641  -3.239  -0.190
O  -0.589  -0.224  1.313
O  2.986  -3.684  1.344
S  1.958  -2.864  0.843
O  0.975  -2.256  1.788
O  1.122  -3.313  -0.288
S  2.480  -0.990  -0.006
O  -1.071  -0.412  3.702
B  -0.821  0.300  2.573
O  -0.762  1.668  2.759
C  -1.011  1.813  4.127
C  -1.073  2.968  4.866
C  -1.333  2.809  6.226
C  -1.516  1.550  6.789
C  -1.450  0.388  6.024
C  -1.195  0.560  4.685
H  -0.932  3.942  4.419
H  -1.394  3.685  6.856
H  -1.716  1.470  7.849
H  -1.591  -0.595  6.450

---

Which structure is the most stable? The one labeled entry 2.

---

Entry 1
The following is a quantum chemistry calculation of a molecular structure, C24H29BN9O2RuS3, from the Open Molecules 2025 dataset.

Computed properties:
HOMO energy (alpha / beta), eV: -7.55 / -7.64
LUMO (alpha / beta), hartree: -0.0014 / -0.0057
Total charge: 0
⟨S²⟩: 0.761
Multiplicity: 2
Gap between HOMO and LUMO (alpha / beta), eV: 7.514 / 7.489

Positions of all 69 atoms, in Å:
Ru  -0.479  -0.121  -0.022
C  4.645  -0.948  3.371
C  3.566  -2.010  3.211
N  3.010  -2.074  1.867
C  2.107  -1.182  1.389
S  1.368  -1.591  -0.133
N  1.911  -0.086  2.047
N  0.874  0.665  1.536
C  0.963  1.924  1.763
C  2.145  2.543  2.434
C  -0.182  2.729  1.309
C  -0.519  3.954  1.868
C  -1.649  4.604  1.405
C  -2.398  4.020  0.396
C  -1.987  2.798  -0.106
N  -0.902  2.172  0.345
H  4.959  -0.887  4.414
H  4.255  0.023  3.072
H  5.517  -1.183  2.758
H  2.754  -1.823  3.917
H  3.981  -2.996  3.422
H  3.114  -2.917  1.332
H  3.055  2.118  2.012
H  2.153  2.315  3.502
H  2.156  3.622  2.298
H  0.074  4.365  2.673
H  -1.942  5.557  1.826
H  -3.292  4.491  0.014
H  -2.527  2.302  -0.900
O  -4.400  -0.310  1.756
C  -3.217  -0.460  1.475
O  -2.481  0.346  0.820
C  -2.510  -1.709  1.923
C  -3.188  -2.661  2.667
C  -2.528  -3.815  3.035
C  -1.213  -3.976  2.632
C  -0.612  -2.978  1.887
N  -1.240  -1.849  1.538
H  -4.219  -2.461  2.925
H  -3.028  -4.579  3.617
H  -0.650  -4.866  2.879
H  0.405  -3.088  1.546
C  3.714  0.266  -1.597
N  2.779  -0.247  -2.581
C  3.067  -1.209  -3.519
C  1.939  -1.390  -4.241
N  0.979  -0.529  -3.765
B  -0.319  -0.273  -4.623
N  -1.528  0.287  -3.810
C  -2.307  1.306  -4.314
C  -3.448  1.362  -3.592
N  -3.352  0.379  -2.628
C  -4.408  0.021  -1.685
C  -2.159  -0.242  -2.759
S  -1.573  -1.501  -1.731
C  1.490  0.137  -2.729
S  0.678  1.278  -1.705
H  4.297  -0.559  -1.190
H  3.150  0.737  -0.797
H  4.378  1.000  -2.053
H  4.030  -1.684  -3.576
H  1.736  -2.048  -5.066
H  -0.608  -1.339  -5.116
H  -0.071  0.577  -5.450
H  -1.979  1.902  -5.145
H  -4.312  1.997  -3.675
H  -5.327  0.499  -2.016
H  -4.164  0.352  -0.680
H  -4.535  -1.058  -1.675

---

Entry 2
The following is a quantum chemistry calculation of a molecular structure, C24H29BN9O2RuS3, from the Open Molecules 2025 dataset.

Computed properties:
HOMO energy (alpha / beta), eV: -6.05 / -6.03
LUMO (alpha / beta), hartree: -0.0256 / -0.0212
Total charge: 0
⟨S²⟩: 0.771
Multiplicity: 2
Gap between HOMO and LUMO (alpha / beta), eV: 5.357 / 5.456

Positions of all 69 atoms, in Å:
Ru  -0.328  1.251  1.211
C  -1.083  1.849  -4.290
C  -1.538  3.057  -3.486
N  -2.374  2.737  -2.339
C  -1.941  2.321  -1.134
S  -0.207  2.253  -0.840
N  -2.867  2.051  -0.240
N  -2.314  1.791  0.977
C  -3.024  1.915  2.048
C  -4.476  2.263  2.058
C  -2.275  1.726  3.294
C  -2.856  1.798  4.553
C  -2.067  1.611  5.673
C  -0.714  1.358  5.516
C  -0.189  1.300  4.238
N  -0.949  1.493  3.158
H  -0.480  2.175  -5.139
H  -1.935  1.284  -4.672
H  -0.476  1.191  -3.671
H  -2.116  3.740  -4.110
H  -0.672  3.615  -3.128
H  -3.369  2.660  -2.476
H  -4.802  2.497  1.050
H  -4.669  3.118  2.708
H  -5.061  1.419  2.431
H  -3.916  1.987  4.645
H  -2.507  1.652  6.661
H  -0.067  1.191  6.364
H  0.852  1.078  4.042
O  3.386  -1.489  -1.598
C  2.297  -0.981  -1.464
O  1.943  -0.087  -0.561
C  1.162  -1.360  -2.399
C  1.470  -2.152  -3.501
C  0.445  -2.535  -4.346
C  -0.847  -2.116  -4.061
C  -1.048  -1.327  -2.939
N  -0.072  -0.953  -2.117
H  2.497  -2.448  -3.659
H  0.648  -3.148  -5.215
H  -1.680  -2.388  -4.695
H  -2.043  -0.968  -2.689
C  4.336  1.889  -0.456
N  4.156  0.641  0.227
C  5.157  -0.240  0.650
C  4.558  -1.233  1.311
N  3.183  -1.005  1.342
B  2.146  -1.820  2.099
N  1.102  -2.441  1.050
C  1.373  -3.522  0.248
C  0.232  -3.888  -0.379
N  -0.738  -3.001  0.028
C  -2.136  -3.065  -0.345
C  -0.176  -2.118  0.892
S  -1.144  -0.885  1.639
C  2.919  0.162  0.637
S  1.886  1.377  1.633
H  5.344  1.923  -0.867
H  4.194  2.746  0.211
H  3.630  1.980  -1.284
H  6.191  -0.065  0.415
H  4.977  -2.094  1.800
H  2.680  -2.749  2.656
H  1.464  -1.166  2.849
H  2.365  -3.934  0.195
H  0.020  -4.679  -1.076
H  -2.216  -3.603  -1.287
H  -2.522  -2.056  -0.463
H  -2.718  -3.579  0.421

---

Which structure is the most stable? The one labeled entry 1.